# 1
One molecule with the formula C6H11ClO at a distorted geometry, computed with ωB97M-V/def2-TZVPD.

The geometry in XYZ format:
```
19
Properties=species:S:1:pos:R:3:forces:R:3:lowdin_charge:R:1
C 1.545 0.797 -0.873 -1.173 -3.750 0.226 -0.064
C 0.941 0.598 0.565 2.494 -4.637 -1.049 -0.256
C -0.148 -0.419 0.535 -4.073 -0.541 -2.532 -0.304
C 0.125 -1.917 0.690 1.294 0.880 -0.103 -0.164
O 0.816 -2.427 -0.588 -2.143 0.618 -0.178 -0.167
C -1.362 0.032 0.008 3.960 1.636 2.415 -0.698
C -1.489 1.592 0.035 -4.666 -1.281 -1.643 -0.116
Cl -2.799 -0.861 -0.272 0.095 -0.132 -0.122 0.688
H 0.777 1.068 -1.679 0.926 -0.276 1.399 0.089
H 2.364 1.500 -0.872 0.454 -0.217 -0.175 0.050
H 1.785 -0.412 -1.001 0.238 3.475 -0.702 0.124
H 0.708 1.441 1.032 -0.884 3.347 2.011 0.027
H 1.647 0.019 1.245 0.178 1.270 -0.927 0.128
H 0.905 -1.930 1.621 -1.739 -0.919 -2.491 0.158
H -0.840 -2.482 0.864 1.381 0.489 -0.020 0.099
H 0.205 -2.304 -1.435 1.516 -0.145 3.107 0.143
H -1.934 1.908 -1.026 1.820 -0.015 2.000 0.116
H -2.510 1.599 0.554 1.329 0.799 -0.008 0.068
H -0.737 2.197 0.597 -1.009 -0.603 -1.208 0.080
```
Positions in Å, forces in eV/Å.

Summary:
SMILES string   CC/C(CO)=C(\C)Cl
E_tot   -770.5214 Eh

***

# 2
One molecule with the formula C6H11ClSi at a distorted geometry, computed with ωB97M-V/def2-TZVPD.

The geometry in XYZ format:
```
19
Properties=species:S:1:pos:R:3:forces:R:3:lowdin_charge:R:1
C 0.301 -1.983 0.956 0.560 1.963 -0.906 -0.233
C 0.778 -0.702 1.230 -2.557 -1.662 -1.426 -0.159
C -0.531 -2.360 -0.246 -1.598 0.576 0.552 -0.031
C -1.476 0.082 -0.648 1.140 -0.898 0.175 -0.662
C 1.514 0.552 -1.299 0.846 2.291 2.073 -0.173
C -0.294 2.400 0.825 -2.923 -1.796 -1.637 -0.182
Si 0.181 0.702 0.090 -0.606 -1.128 -0.882 0.537
Cl -2.959 0.105 0.218 -0.061 0.125 0.245 0.541
H 0.484 -2.835 1.614 0.098 0.289 0.171 0.083
H 1.275 -0.437 2.118 0.842 -0.329 1.144 0.026
H -0.286 -2.383 -1.337 0.238 0.117 1.373 0.063
H -1.512 -2.899 0.028 1.682 0.763 -0.585 0.078
H -1.663 -0.013 -1.706 0.045 -0.011 -0.210 -0.002
H 2.058 -0.365 -1.158 0.203 -0.337 0.100 0.013
H 1.128 0.592 -2.263 -0.834 0.042 -1.830 -0.014
H 2.252 1.431 -1.229 -0.881 -1.260 -0.024 0.055
H 0.471 2.722 1.402 2.183 1.316 2.189 -0.036
H -0.434 3.119 -0.002 -0.093 -0.346 0.345 0.040
H -1.287 2.274 1.406 1.717 0.286 -0.868 0.055
```
Positions in Å, forces in eV/Å.

Summary:
E_tot   -984.7643 Eh

***

# 3
A 2-piece molecular cluster, C6H11FN2O3 overall at a distorted geometry, computed with ωB97M-V/def2-TZVPD.

The geometry in XYZ format:
```
23
Properties=species:S:1:pos:R:3:forces:R:3:lowdin_charge:R:1
C -2.357 0.427 0.699 -0.909 -1.268 -1.065 -0.260
C 0.480 -0.425 -2.106 2.164 -2.580 0.655 -0.564
C 0.688 1.327 2.954 -1.955 3.738 -0.508 -0.083
C 1.939 -1.855 -3.369 0.835 -0.978 -1.435 -0.068
C -0.511 1.469 1.925 -1.208 1.053 -0.212 -0.169
C -1.043 0.102 1.342 -0.255 0.237 3.265 -0.396
N -0.151 -0.702 0.593 -1.057 -0.135 -1.603 0.218
N -0.736 -0.383 -1.472 -2.033 -0.197 1.383 0.126
O -3.256 1.000 1.221 -0.436 1.044 0.929 0.083
O 1.317 0.375 -1.751 -0.176 0.047 -0.918 0.109
O 0.677 -1.569 -2.821 -1.157 1.607 0.039 -0.041
F -1.537 -1.497 -1.753 0.843 0.677 -0.060 -0.037
H -2.535 -0.028 -0.262 0.135 -0.179 -0.701 0.097
H 0.660 0.464 3.514 -0.017 -2.171 0.918 0.034
H 0.702 2.168 3.713 -0.626 -0.758 -0.741 0.089
H 1.616 1.524 2.505 1.346 -0.505 -0.984 0.042
H 1.763 -2.684 -4.134 0.246 0.355 1.781 0.115
H 2.643 -2.069 -2.525 -0.353 -0.003 -1.134 0.115
H 2.327 -1.128 -4.100 -0.089 0.649 0.963 0.093
H -1.492 1.997 2.359 2.307 -1.288 -0.526 0.141
H -0.297 2.121 0.996 0.241 -0.867 1.499 0.134
H -1.451 -0.531 2.254 0.954 0.834 -1.555 0.192
H 0.551 -0.103 0.218 1.201 0.688 0.010 0.029
```
Positions in Å, forces in eV/Å.

Summary:
E_tot   -670.0784 Eh